1.
DFT (wB97M-V/def2-TZVPD) results for a structure of composition C9H21ClGdIO3P2.

For the highest occupied orbital energy (spin up / spin down), the calculation gives -15.10 / -14.97 eV. The spin multiplicity is 8. The charge is +2. For the energy relative to the best compared isomer or geometry (same formula, charge and spin), the calculation gives 0.0 kcal per mole. The expectation value of S² is 16.05. The value obtained for the total energy is -75839.754 eV. As for the orbital gap (spin up / spin down): 7.19 / 6.02 eV.

```
38
Properties=species:S:1:pos:R:3:forces:R:3
C -3.364367 2.124842 -5.091993 0.360 0.395 0.269
C -3.272502 1.027330 -4.167785 -1.263 -5.924 2.666
H -4.161325 1.982879 -5.846940 0.210 -0.319 0.441
H -2.376385 2.217854 -5.565448 -0.110 0.052 0.024
H -3.546732 3.021755 -4.483120 0.026 -0.022 -0.142
O -3.392779 0.005562 -3.590215 0.919 6.096 -3.179
I -0.942796 2.670668 -2.149331 -0.763 0.165 -1.014
Gd -0.492801 0.471665 -0.414896 1.033 0.358 1.575
P 1.689749 -1.266526 -1.194145 1.253 -0.279 -1.375
C 2.047372 -3.065933 -1.182067 -0.375 -0.105 0.314
C 1.504731 -1.035200 -3.011729 0.070 0.026 0.218
H 3.378074 0.428314 -0.900434 0.185 -0.210 -0.047
H 4.010912 -1.020959 -1.774251 -0.139 0.111 0.307
H 3.781282 -1.050617 0.007662 -0.092 0.139 -0.246
C 3.385403 -0.664705 -0.941834 0.127 0.383 0.203
H 1.326477 0.022349 -3.233158 0.152 -0.116 -0.168
H 2.444755 -1.382179 -3.466795 -0.417 0.218 -0.139
H 2.818219 -3.266109 -1.954757 -0.456 0.065 0.499
H 1.127805 -3.627760 -1.407566 0.421 -0.036 0.066
H 0.664463 -1.631918 -3.382378 0.146 0.059 -0.040
H 2.427413 -3.349227 -0.183467 -0.159 -0.042 -0.512
C -0.229853 -2.172067 0.788732 -2.002 -3.207 2.758
O -0.514224 -3.089665 1.426549 1.264 2.943 -2.199
Cl 1.445288 1.963235 0.331959 -0.432 -0.575 0.015
C 0.803413 0.122329 3.410792 0.042 -0.019 -0.052
P -0.856356 0.768519 3.116423 0.158 -0.488 0.206
C -1.937840 -0.227254 4.126601 -0.088 -0.075 -0.015
C -0.847583 2.406329 3.791178 0.039 0.319 0.020
O -1.342041 0.693159 1.657526 0.348 -0.129 -0.403
H 1.562853 0.704909 2.860528 -0.337 -0.263 0.281
H 0.874100 -0.950278 3.150014 -0.021 0.515 0.168
H 0.951248 0.239322 4.501965 0.147 -0.154 -0.515
H -1.616818 -0.107244 5.175300 -0.327 -0.223 -0.345
H -2.969555 0.135602 3.981681 0.363 -0.263 0.214
H -1.850520 -1.282184 3.803891 -0.149 0.486 0.299
H -0.111841 3.022843 3.255601 -0.234 -0.094 0.192
H -1.848922 2.840666 3.700442 0.214 0.033 0.066
H -0.568331 2.319712 4.855462 -0.114 0.181 -0.408
```
Positions in Å, forces in eV/Å.

Table of Mulliken atomic charges, one value per atom, all in e: atom 1 (C): -0.754, atom 2 (C): 0.622, atom 3 (H): 0.370, atom 4 (H): 0.359, atom 5 (H): 0.347, atom 6 (O): -0.142, atom 7 (I): -0.180, atom 8 (Gd): 0.680, atom 9 (P): 0.980, atom 10 (C): -1.278, atom 11 (C): -1.305, atom 12 (H): 0.354, atom 13 (H): 0.431, atom 14 (H): 0.372, atom 15 (C): -1.223, atom 16 (H): 0.413, atom 17 (H): 0.389, atom 18 (H): 0.397, atom 19 (H): 0.390, atom 20 (H): 0.366, atom 21 (H): 0.403, atom 22 (C): 0.089, atom 23 (O): -0.114, atom 24 (Cl): -0.403, atom 25 (C): -1.002, atom 26 (P): 0.999, atom 27 (C): -1.050, atom 28 (C): -1.069, atom 29 (O): -0.565, atom 30 (H): 0.325, atom 31 (H): 0.302, atom 32 (H): 0.397, atom 33 (H): 0.372, atom 34 (H): 0.351, atom 35 (H): 0.308, atom 36 (H): 0.321, atom 37 (H): 0.361, atom 38 (H): 0.386

---

2.
DFT (wB97M-V/def2-TZVPD) results for a structure of composition C9H21ClIMnO5P2.

For the highest occupied orbital energy (spin up / spin down), the calculation gives -19.77 / -19.72 eV. The spin multiplicity is 4. The charge is +3. The expectation value of S² is 4.11. The value obtained for the total energy is -90401.701 eV. As for the orbital gap (spin up / spin down): 5.75 / 6.50 eV.

```
40
Properties=species:S:1:pos:R:3:forces:R:3
C -3.210774 2.320141 -5.088208 0.549 1.068 0.403
C -3.219751 1.059517 -4.320532 -3.436 -5.644 -3.152
H -3.987689 2.356565 -5.883616 0.258 -0.652 0.615
H -2.218380 2.475435 -5.541146 -0.146 -0.258 0.149
H -3.356128 3.152110 -4.399363 -0.078 0.118 0.009
O -3.642069 -0.044741 -4.420097 2.360 5.187 1.162
I -2.060466 1.309749 -2.067280 -0.879 0.242 0.113
Mn -0.058431 0.717456 -0.856620 1.253 3.288 1.438
P 1.345909 -0.713321 -1.843448 3.168 -1.626 -1.606
C 1.626083 -2.436001 -1.385924 -1.099 -0.271 0.507
C 1.138153 -0.659841 -3.635757 -0.905 0.294 -0.330
H 2.936821 1.087193 -1.575884 0.284 -0.359 -0.168
H 3.651793 -0.407371 -2.310091 -0.113 0.021 0.177
H 3.346051 -0.290962 -0.536882 -0.029 -0.053 -0.266
C 2.986272 -0.007479 -1.532401 -0.064 0.813 0.337
H 0.912265 0.354930 -3.982523 0.181 -0.123 0.089
H 2.072558 -0.996575 -4.101897 -0.038 0.001 0.241
H 2.430909 -2.829668 -2.016561 -0.040 0.245 -0.056
H 0.725023 -3.032066 -1.544189 0.084 -0.123 -0.075
H 0.320743 -1.317407 -3.953710 0.147 0.042 0.102
H 1.905236 -2.512665 -0.331938 0.059 0.051 -0.149
C -0.546093 -0.742877 0.260092 -4.418 -6.503 1.411
O -1.036351 -1.709088 0.721203 2.755 4.866 -1.791
Cl 1.008772 2.730894 -1.082524 -0.845 -1.706 0.098
C 3.159420 -1.046022 2.358299 0.795 0.200 1.003
O 1.897372 -1.052148 1.637017 -2.149 1.851 -1.841
P 1.150883 0.375994 1.326581 4.262 0.236 4.328
O 0.276056 0.753486 2.612091 0.710 -0.263 -2.416
C -0.301386 -0.171904 3.568298 -0.686 -0.766 0.897
O 2.418818 1.375853 1.402213 -2.289 -1.688 -0.912
C 2.184035 2.679660 1.969793 0.289 1.348 0.376
H 4.000306 -0.818206 1.688497 -0.405 -0.003 0.203
H 3.265985 -2.051253 2.765495 -0.077 0.087 -0.115
H 3.103221 -0.317016 3.188698 0.188 -0.432 -0.481
H -1.369516 -0.301087 3.343657 0.347 0.251 0.164
H 0.176285 -1.163710 3.562065 0.100 0.506 -0.185
H -0.154662 0.298630 4.550595 -0.172 -0.145 -0.403
H 1.187177 3.070555 1.724617 0.284 -0.229 0.292
H 2.362316 2.598130 3.048603 -0.220 0.192 -0.310
H 2.915932 3.337908 1.505077 0.012 -0.060 0.142
```
Positions in Å, forces in eV/Å.

Table of Mulliken atomic charges, one value per atom, all in e: atom 1 (C): -0.794, atom 2 (C): 0.528, atom 3 (H): 0.356, atom 4 (H): 0.327, atom 5 (H): 0.362, atom 6 (O): -0.179, atom 7 (I): 0.118, atom 8 (Mn): -0.715, atom 9 (P): 1.402, atom 10 (C): -1.213, atom 11 (C): -1.087, atom 12 (H): 0.399, atom 13 (H): 0.529, atom 14 (H): 0.152, atom 15 (C): -1.140, atom 16 (H): 0.394, atom 17 (H): 0.453, atom 18 (H): 0.455, atom 19 (H): 0.454, atom 20 (H): 0.391, atom 21 (H): 0.305, atom 22 (C): 0.740, atom 23 (O): -0.179, atom 24 (Cl): -0.224, atom 25 (C): -0.694, atom 26 (O): -0.209, atom 27 (P): 1.063, atom 28 (O): -0.304, atom 29 (C): -0.690, atom 30 (O): -0.166, atom 31 (C): -0.804, atom 32 (H): 0.305, atom 33 (H): 0.286, atom 34 (H): 0.371, atom 35 (H): 0.297, atom 36 (H): 0.359, atom 37 (H): 0.326, atom 38 (H): 0.447, atom 39 (H): 0.311, atom 40 (H): 0.268

---

3.
DFT (wB97M-V/def2-TZVPD) results for a cluster of 4 separate species, C9H21ClN3O3 in total.

For the highest occupied orbital energy, the calculation gives -6.17 eV. The spin multiplicity is 1. The charge is -1. For the energy relative to the best compared isomer or geometry (same formula, charge and spin), the calculation gives 6.1 kcal per mole. The value obtained for the total energy is -32813.874 eV. As for the orbital gap: 9.31 eV.

```
37
Properties=species:S:1:pos:R:3:forces:R:3
Cl -0.206200 -0.112280 0.626474 0.090 0.116 -0.060
C 1.243760 3.655352 0.573668 0.518 -1.352 -0.442
C 0.294986 3.906491 1.717377 -0.150 0.852 0.176
O 0.360710 4.943063 2.380809 -0.023 -0.268 -0.047
N -0.636468 2.967599 1.910097 -0.107 -1.083 0.162
C -1.673270 2.959366 2.926545 -0.143 1.036 -0.640
H 1.189317 2.639667 0.159899 -0.491 0.025 0.224
H 2.277402 3.682529 0.921949 -0.061 0.676 0.039
H 1.068166 4.307243 -0.279018 0.104 0.428 0.287
H -0.588596 2.110493 1.368209 0.264 -0.079 -0.118
H -1.973582 1.940416 3.144788 0.107 -0.088 0.002
H -2.520060 3.508713 2.498913 -0.255 -0.175 0.322
H -1.390085 3.496832 3.828806 0.294 -0.122 0.012
C 3.930547 -0.234977 0.239814 0.550 0.382 0.302
C 3.675361 -1.417193 -0.646456 1.413 -0.974 -0.358
O 4.627382 -2.002029 -1.185653 -0.531 0.279 0.149
N 2.423279 -1.835144 -0.786811 -1.646 -0.001 0.135
C 1.991654 -2.957109 -1.595549 0.461 0.718 -1.073
H 3.842201 0.685567 -0.339779 -0.337 0.046 0.148
H 4.973500 -0.278398 0.554308 0.018 -0.145 -0.144
H 3.340611 -0.206943 1.154357 -0.429 0.111 -0.287
H 1.650670 -1.287404 -0.424993 0.127 0.285 0.457
H 0.912730 -2.918223 -1.733922 -0.083 -0.155 0.623
H 2.342557 -3.911527 -1.216928 -0.069 -0.103 0.050
H 2.353906 -2.806345 -2.619227 0.359 -0.345 0.102
C -1.991342 -1.042343 -2.669323 0.399 -0.019 -0.517
C -2.814295 -1.949775 -1.785163 -0.289 -0.031 -0.322
O -3.511488 -2.848068 -2.253590 0.133 0.061 -0.012
N -2.794489 -1.635224 -0.484166 0.193 -0.189 0.334
C -3.573092 -2.349149 0.490131 -0.272 -0.005 1.025
H -2.414756 -0.037780 -2.675899 -0.055 -0.008 0.023
H -1.992613 -1.439665 -3.683574 -0.209 0.005 0.033
H -0.944640 -0.937419 -2.378995 -0.108 -0.050 0.402
H -2.093858 -0.972699 -0.134177 -0.019 -0.188 -0.121
H -4.019387 -3.279202 0.151795 0.057 0.177 -0.646
H -4.369098 -1.705997 0.875172 -0.164 -0.060 -0.068
H -2.991420 -2.638435 1.370113 0.353 0.245 -0.152
```
Positions in Å, forces in eV/Å.

Table of Mulliken atomic charges, one value per atom, all in e: atom 1 (Cl): -0.885, atom 2 (C): -0.757, atom 3 (C): 0.687, atom 4 (O): -0.700, atom 5 (N): 0.087, atom 6 (C): -0.918, atom 7 (H): 0.145, atom 8 (H): 0.270, atom 9 (H): 0.244, atom 10 (H): 0.019, atom 11 (H): 0.284, atom 12 (H): 0.279, atom 13 (H): 0.329, atom 14 (C): -0.903, atom 15 (C): 0.658, atom 16 (O): -0.705, atom 17 (N): 0.118, atom 18 (C): -0.876, atom 19 (H): 0.192, atom 20 (H): 0.325, atom 21 (H): 0.297, atom 22 (H): 0.003, atom 23 (H): 0.258, atom 24 (H): 0.281, atom 25 (H): 0.303, atom 26 (C): -0.984, atom 27 (C): 0.802, atom 28 (O): -0.705, atom 29 (N): 0.118, atom 30 (C): -0.978, atom 31 (H): 0.309, atom 32 (H): 0.291, atom 33 (H): 0.190, atom 34 (H): -0.019, atom 35 (H): 0.341, atom 36 (H): 0.293, atom 37 (H): 0.306